(1)
Molecular formula: C5H11NO2
Method: DFT, the ωB97M-V functional and the def2-TZVPD basis

LUMO level	0.0339	hartree
spin multiplicity	1
F_max	0.0348	Eh/bohr
charge	0

XYZ file:
```
19
Properties=species:S:1:pos:R:3:forces:R:3:mulliken_charge:R:1
N 2.28662 1.67547 0.28576 -0.12 0.07 0.51 -0.44
C 1.56825 0.51226 0.22762 -0.94 -0.60 -1.40 -0.36
C 0.93437 -0.02228 -0.82545 -0.81 0.28 -0.03 -0.22
C 0.18920 -1.33358 -0.68394 0.70 0.60 -0.70 -0.71
C -1.19854 -1.39268 -1.35843 0.44 -0.40 1.27 -0.47
C -2.21375 -0.84723 -0.38808 -0.45 1.36 -0.47 -0.10
O -2.25861 0.30938 -0.03894 0.17 -0.28 0.00 -0.43
H 2.41642 2.04013 1.19055 0.34 0.44 0.84 0.22
H 2.81895 2.13190 -0.42628 -0.25 -0.39 -0.49 0.17
H 1.36095 -0.04503 1.13094 0.76 0.27 0.62 0.36
H 0.69249 0.56305 -1.71019 0.67 -0.09 -0.18 0.29
H 0.80670 -2.16173 -1.04050 -0.12 -0.02 -0.15 0.36
H 0.07954 -1.47269 0.36745 -0.18 -0.51 0.99 0.35
H -1.16204 -0.91142 -2.32942 -0.33 0.11 -0.08 0.34
H -1.45146 -2.43626 -1.41661 -0.08 -0.55 -0.71 0.28
H -2.98969 -1.53113 0.00585 0.22 -0.30 0.02 0.35
O -0.76046 1.88767 2.61266 0.21 0.06 0.15 -0.62
H -0.70959 0.92945 2.65253 -0.12 -0.06 -0.03 0.30
H -0.40935 2.10473 1.74445 -0.11 0.00 -0.18 0.31
```
Positions in Å, forces in eV/Å.

(2)
Molecular formula: CH6N4O2S
Method: DFT, the ωB97M-V functional and the def2-TZVPD basis

LUMO level	0.0278	hartree
spin multiplicity	1
F_max	0.0975	Eh/bohr
charge	0

XYZ file:
```
14
Properties=species:S:1:pos:R:3:forces:R:3:mulliken_charge:R:1
C 1.08098 -0.38213 -0.63144 1.88 0.67 -0.77 0.52
N 2.43713 -0.72201 -0.46136 -0.19 -0.77 0.03 -0.48
N 0.75111 0.73754 -1.34839 0.90 0.12 0.28 -0.58
N -1.14211 -0.60543 0.14706 -0.05 -4.55 -1.40 -0.35
N 0.27851 -1.14658 -0.04390 -3.17 -1.37 2.18 -0.55
O -2.89531 0.21060 1.47486 1.20 0.79 0.26 -0.53
O -0.86768 1.80526 0.91843 -0.50 -1.98 0.44 -0.56
S -1.16400 0.44024 1.43480 -1.94 1.41 0.25 0.65
H 3.11776 -0.67817 -1.25757 -1.32 -0.21 1.15 0.25
H 2.44963 -1.56076 0.18293 0.46 1.32 -1.41 0.27
H 1.34201 1.48759 -1.01012 -0.08 0.32 -0.41 0.26
H -0.20770 0.93879 -1.13418 -0.49 0.44 -0.27 0.39
H -1.82788 -1.59979 0.31215 2.71 4.20 -0.36 0.38
H -3.35245 1.07485 1.41673 0.58 -0.39 0.04 0.32
```
Positions in Å, forces in eV/Å.

(3)
Molecular formula: C27H38N4O5
Method: DFT, the ωB97M-V functional and the def2-TZVPD basis

LUMO level	0.0190	hartree
spin multiplicity	1
F_max	0.0257	Eh/bohr
charge	0

XYZ file:
```
74
Properties=species:S:1:pos:R:3:forces:R:3:mulliken_charge:R:1
C -4.64743 -1.22707 2.47432 -0.10 0.08 0.29 -0.99
O -4.00779 -1.45677 1.23877 0.24 0.01 -0.29 -0.47
C -2.77248 -0.92853 1.03486 0.08 -0.13 -0.13 0.43
C -2.18161 -1.22166 -0.19567 -0.18 -0.11 0.17 -0.78
C -0.92407 -0.74926 -0.49664 0.03 0.07 0.21 -0.18
C -0.21969 0.02916 0.41620 -0.24 0.11 -0.11 0.45
C 1.21569 0.43381 0.13702 -0.19 -0.23 -0.05 0.25
C 1.94319 -0.72760 0.84412 0.21 0.22 -0.36 -1.63
O 2.10356 -0.80189 2.04251 -0.06 0.00 0.30 -0.69
N 2.29194 -1.71451 -0.00729 0.11 -0.24 -0.38 -0.02
C 2.69073 -3.02728 0.46149 0.11 -0.16 0.39 -0.20
C 3.64489 -3.68464 -0.53634 0.03 0.07 0.04 -0.97
C 2.74698 -4.40518 -1.55930 0.02 -0.06 -0.13 -0.73
C 1.32586 -4.40582 -0.96647 -0.04 -0.09 0.07 -0.54
C 1.49690 -3.98694 0.49405 0.01 0.13 0.01 -0.75
N 1.57112 1.75874 0.61086 0.20 -0.38 0.31 0.45
C 2.74508 1.91832 1.45753 0.48 0.14 0.42 -1.71
C 4.04670 1.56890 0.73153 -0.37 0.13 -0.22 -0.77
C 4.29062 2.36285 -0.55656 0.29 -0.04 0.17 1.24
C 4.51179 3.84572 -0.27118 -0.24 -0.15 -0.10 -1.60
C 5.49642 1.78117 -1.29359 -0.31 0.06 0.01 -1.63
C 0.98247 2.89241 0.14806 -0.39 0.11 -0.34 0.60
O 1.31981 3.99526 0.54347 -0.09 0.34 -0.03 -0.68
C -0.14967 2.77490 -0.85831 0.05 0.07 0.08 -0.85
C -1.49085 3.00447 -0.14827 0.23 -0.08 -0.18 -0.98
C -2.59017 2.15417 -0.75542 0.10 0.27 0.38 0.28
O -2.50196 1.57753 -1.81228 -0.03 -0.07 -0.31 -0.63
N -3.70337 2.10366 0.03967 -0.30 0.23 0.33 0.09
C -4.80966 1.31093 -0.16888 -0.81 -0.54 -0.11 0.37
C -5.10932 0.45598 -1.25969 -0.48 -0.14 0.17 0.12
C -6.30645 -0.09612 -0.90904 0.69 0.35 -0.26 0.14
C -7.17546 -1.09440 -1.57627 0.00 0.05 0.26 -1.31
O -6.69408 0.39290 0.28033 -0.41 -0.59 -0.44 -0.16
N -5.75951 1.26567 0.73800 0.92 0.87 0.39 -0.81
C -0.80517 0.31399 1.64011 0.09 -0.04 -0.20 -0.93
C -2.07428 -0.14522 1.94858 -0.25 -0.10 0.15 -0.45
H -4.86033 -0.16400 2.62232 0.02 -0.08 -0.02 0.39
H -4.05225 -1.60929 3.30925 0.00 -0.01 -0.03 0.38
H -5.58828 -1.77230 2.42130 0.04 0.06 0.05 0.23
H -2.73318 -1.82351 -0.89965 -0.09 -0.06 -0.10 0.59
H -0.49237 -0.98102 -1.45998 0.05 0.01 -0.15 0.59
H 1.41923 0.36360 -0.94170 -0.08 -0.09 0.13 0.89
H 2.02978 -1.65587 -0.97801 -0.01 0.24 0.03 0.44
H 3.13150 -2.87911 1.44941 -0.03 -0.04 -0.15 0.61
H 4.27112 -4.40292 -0.00898 0.04 0.00 0.02 0.39
H 4.29905 -2.94953 -1.00310 0.09 0.00 0.06 0.33
H 3.09935 -5.42265 -1.72185 0.02 0.00 -0.09 0.36
H 2.76419 -3.89947 -2.52463 0.03 -0.06 -0.06 0.32
H 0.69128 -3.68653 -1.48632 -0.07 0.00 -0.04 0.12
H 0.85109 -5.38145 -1.05276 -0.10 0.03 -0.06 0.48
H 1.74879 -4.84838 1.11209 0.01 -0.06 0.07 0.38
H 0.60682 -3.51162 0.90412 -0.02 -0.01 0.11 0.28
H 2.75477 2.96192 1.77188 -0.01 -0.17 -0.02 0.88
H 2.64152 1.28197 2.33797 0.01 0.19 -0.11 0.44
H 4.87045 1.74869 1.42519 0.09 -0.06 0.04 0.58
H 4.04723 0.50125 0.49590 0.14 -0.04 0.03 0.21
H 3.41075 2.26482 -1.20380 -0.01 -0.03 -0.01 -0.02
H 3.61425 4.29748 0.14122 -0.02 0.11 0.07 0.33
H 5.32986 3.97923 0.43368 0.16 0.02 0.09 0.34
H 4.76154 4.37163 -1.19022 0.06 0.11 -0.08 0.43
H 5.66824 2.31405 -2.22608 0.08 0.04 -0.11 0.43
H 6.39052 1.86855 -0.67995 0.15 0.00 0.07 0.33
H 5.34182 0.72849 -1.52393 0.04 -0.13 -0.04 0.37
H 0.00715 3.55496 -1.60494 0.07 -0.10 0.05 0.77
H -0.17923 1.81740 -1.37113 0.00 0.05 -0.04 0.29
H -1.77995 4.05527 -0.21053 -0.03 -0.01 0.05 0.65
H -1.40312 2.75137 0.91025 -0.09 0.08 -0.04 0.48
H -3.71484 2.61450 0.91114 0.15 -0.05 -0.09 0.29
H -4.51422 0.29746 -2.13109 0.06 -0.08 -0.22 0.54
H -7.01910 -2.07685 -1.13154 -0.03 -0.08 -0.01 0.27
H -8.22097 -0.82490 -1.44588 -0.08 -0.01 -0.07 0.37
H -6.93591 -1.14523 -2.63398 -0.01 -0.01 -0.05 0.33
H -0.25506 0.89262 2.36686 0.06 0.08 0.09 0.40
H -2.50224 0.10171 2.90723 -0.07 0.00 0.09 0.54
```
Positions in Å, forces in eV/Å.

Relative energy (zero: lowest compared OMol25 entry of this formula, charge and spin) across the listed records, respectively: 2.238 0.819 0.479 eV.